[1]
# C17H24FNO

The molecule C17H24FNO (wB97M-V/def2-TZVPD, OMol25).

Cartesian coordinates (Å):
C (6.10, -2.05, -0.14)
C (5.29, -0.76, -0.10)
C (4.19, -0.81, 0.96)
C (3.33, 0.46, 1.01)
H (3.85, 1.27, 0.49)
H (3.21, 0.77, 2.05)
C (1.93, 0.30, 0.40)
C (2.00, -0.05, -1.09)
C (0.65, -0.31, -1.74)
H (0.09, -1.06, -1.18)
H (0.05, 0.59, -1.80)
H (0.79, -0.69, -2.75)
H (2.62, -0.94, -1.21)
H (2.50, 0.77, -1.62)
C (1.13, 1.59, 0.66)
N (-0.30, 1.39, 0.63)
C (-1.14, 2.16, -0.09)
O (-0.76, 3.09, -0.77)
C (-2.57, 1.79, -0.01)
C (-3.03, 0.53, 0.09)
C (-4.42, 0.12, 0.10)
C (-4.72, -1.25, 0.00)
C (-6.02, -1.70, 0.00)
C (-7.04, -0.78, 0.11)
C (-6.79, 0.58, 0.22)
C (-5.48, 1.02, 0.21)
H (-5.28, 2.08, 0.30)
H (-7.61, 1.27, 0.30)
F (-8.32, -1.21, 0.12)
H (-6.25, -2.75, -0.07)
H (-3.91, -1.96, -0.08)
H (-2.32, -0.28, 0.13)
H (-3.24, 2.62, -0.14)
H (-0.67, 0.67, 1.24)
H (1.35, 2.34, -0.10)
H (1.41, 2.00, 1.64)
H (1.42, -0.52, 0.92)
H (4.67, -0.96, 1.93)
H (3.56, -1.68, 0.79)
H (5.96, 0.07, 0.12)
H (4.85, -0.58, -1.08)
H (5.45, -2.90, -0.38)
H (6.88, -2.00, -0.89)
H (6.56, -2.24, 0.83)

- Energy above the lowest of the compared OMol25 structures with the same formula, charge and spin: 0.244 eV
- Orbital gap: 0.331 Ha
- HOMO: -8.8 eV
- LUMO: 0.215 eV
- Energy: -24273.937 eV
- 2S+1: 1

[2]
# C42H111N9O12

A 9-piece molecular cluster, C42H111N9O12 overall (wB97M-V/def2-TZVPD, OMol25).

Cartesian coordinates (Å):
C (-8.88, 4.53, 0.19)
C (-7.38, 4.59, 0.38)
C (-6.41, 3.49, -0.17)
O (-6.44, 2.36, 0.76)
C (-5.44, 2.56, 1.80)
N (-7.01, 5.92, -0.02)
H (-9.18, 5.02, -0.74)
H (-9.32, 4.91, 1.11)
H (-9.24, 3.51, 0.09)
H (-7.18, 4.58, 1.45)
H (-5.40, 3.90, -0.29)
H (-6.66, 3.22, -1.19)
H (-5.92, 3.27, 2.48)
H (-4.55, 3.00, 1.36)
H (-5.39, 1.62, 2.36)
H (-6.08, 5.97, 0.37)
H (-7.55, 6.64, 0.45)
C (-2.02, 0.68, -0.37)
C (-0.78, 0.40, 0.52)
C (-0.17, -0.99, 0.18)
O (0.83, -1.33, 1.12)
C (1.89, -2.23, 0.71)
N (0.12, 1.48, 0.22)
H (-2.60, 1.33, 0.30)
H (-2.66, -0.20, -0.49)
H (-1.73, 1.09, -1.33)
H (-1.07, 0.31, 1.56)
H (0.26, -0.83, -0.82)
H (-0.88, -1.81, 0.23)
H (2.67, -2.52, 1.42)
H (2.38, -1.78, -0.16)
H (1.49, -3.19, 0.37)
H (0.96, 1.23, 0.73)
H (0.25, 1.67, -0.76)
C (-4.53, -2.20, 2.61)
C (-3.61, -1.47, 3.60)
C (-4.40, -0.45, 4.57)
O (-5.21, -0.98, 5.57)
C (-5.96, 0.08, 6.23)
N (-3.09, -2.51, 4.53)
H (-4.98, -1.46, 1.95)
H (-5.30, -2.71, 3.19)
H (-3.94, -2.97, 2.11)
H (-2.91, -0.93, 2.96)
H (-5.03, 0.23, 3.99)
H (-3.67, 0.27, 4.95)
H (-6.38, -0.14, 7.21)
H (-6.87, 0.47, 5.76)
H (-5.30, 0.89, 6.50)
H (-3.92, -3.04, 4.77)
H (-2.68, -2.18, 5.40)
C (4.23, -5.29, -7.06)
C (3.48, -4.11, -6.36)
C (2.36, -4.57, -5.24)
O (2.00, -3.38, -4.40)
C (1.05, -3.78, -3.46)
N (4.45, -3.35, -5.64)
H (3.62, -6.14, -7.35)
H (5.07, -5.67, -6.47)
H (4.48, -4.90, -8.05)
H (2.93, -3.46, -7.05)
H (2.77, -5.28, -4.51)
H (1.49, -5.06, -5.66)
H (0.04, -3.89, -3.86)
H (1.03, -2.96, -2.75)
H (1.32, -4.71, -2.96)
H (5.02, -2.96, -6.38)
H (3.95, -2.58, -5.22)
C (1.77, 0.38, 6.28)
C (1.67, -0.42, 4.96)
C (0.12, -0.66, 4.59)
O (-0.30, -1.83, 5.20)
C (-0.03, -2.97, 4.32)
N (2.26, 0.35, 3.89)
H (1.22, 1.32, 6.20)
H (2.81, 0.64, 6.47)
H (1.42, -0.22, 7.13)
H (2.20, -1.37, 5.01)
H (-0.08, -0.68, 3.52)
H (-0.50, 0.18, 4.89)
H (-0.55, -2.98, 3.36)
H (-0.28, -3.89, 4.85)
H (1.02, -3.12, 4.06)
H (1.78, 0.19, 3.01)
H (2.06, 1.32, 4.09)
C (0.26, 3.35, 3.74)
C (-1.01, 3.34, 2.91)
C (-2.16, 4.05, 3.56)
O (-2.88, 3.10, 4.37)
C (-4.13, 3.56, 4.93)
N (-0.54, 4.04, 1.71)
H (0.15, 2.58, 4.51)
H (0.50, 4.31, 4.19)
H (1.00, 2.90, 3.08)
H (-1.26, 2.31, 2.66)
H (-2.86, 4.42, 2.80)
H (-1.92, 4.88, 4.22)
H (-4.85, 3.91, 4.18)
H (-4.05, 4.50, 5.49)
H (-4.67, 2.86, 5.56)
H (-0.31, 3.39, 0.97)
H (0.28, 4.62, 1.84)
C (-1.35, 2.49, -4.63)
O (-2.15, 3.20, -3.62)
C (-1.43, 3.88, -2.54)
C (-2.39, 4.47, -1.48)
N (-1.62, 5.28, -0.46)
C (-0.61, 6.24, -0.94)
C (-0.55, 7.41, 0.07)
O (0.60, 8.10, -0.40)
C (0.97, 9.20, 0.45)
H (-1.20, 3.10, -5.51)
H (-1.80, 1.55, -4.96)
H (-0.36, 2.17, -4.30)
H (-0.80, 4.63, -3.03)
H (-0.85, 3.08, -2.09)
H (-2.86, 3.63, -0.96)
H (-3.10, 5.09, -2.04)
H (-1.14, 4.80, 0.28)
H (-0.70, 6.75, -1.89)
H (0.36, 5.77, -0.82)
H (-0.63, 7.06, 1.10)
H (-1.47, 7.98, -0.04)
H (1.43, 8.92, 1.40)
H (0.05, 9.68, 0.78)
H (1.58, 9.98, 0.00)
C (0.03, -7.08, 4.25)
O (-0.13, -7.43, 2.87)
C (-0.15, -6.21, 2.13)
C (0.34, -6.50, 0.72)
N (1.72, -6.86, 0.67)
C (2.04, -7.54, -0.57)
C (3.53, -7.95, -0.45)
O (3.82, -9.23, -0.12)
C (5.16, -9.65, -0.23)
H (0.94, -6.53, 4.53)
H (-0.17, -8.03, 4.73)
H (-0.74, -6.41, 4.63)
H (0.13, -5.29, 2.64)
H (-1.21, -5.98, 2.11)
H (0.22, -5.56, 0.18)
H (-0.17, -7.39, 0.36)
H (1.72, -7.55, 1.41)
H (1.82, -6.91, -1.43)
H (1.52, -8.50, -0.59)
H (4.14, -7.29, 0.16)
H (4.00, -7.71, -1.40)
H (5.63, -9.61, -1.21)
H (5.02, -10.70, 0.05)
H (5.80, -9.32, 0.58)
C (8.74, 2.17, -8.01)
O (8.39, 0.90, -7.55)
C (6.98, 0.73, -7.34)
C (6.66, 0.94, -5.77)
N (5.64, 2.01, -5.44)
C (5.26, 2.00, -4.01)
C (4.28, 0.88, -3.64)
O (2.86, 1.08, -3.79)
C (2.05, -0.03, -3.48)
H (8.44, 3.03, -7.42)
H (8.08, 2.36, -8.85)
H (9.82, 2.20, -8.20)
H (6.60, -0.24, -7.64)
H (6.41, 1.42, -7.97)
H (7.62, 1.18, -5.31)
H (6.54, -0.08, -5.40)
H (4.78, 1.78, -5.92)
H (4.74, 2.95, -4.04)
H (6.13, 2.15, -3.36)
H (4.44, 0.75, -2.57)
H (4.43, -0.07, -4.14)
H (1.04, 0.22, -3.80)
H (2.13, -0.27, -2.42)
H (2.39, -0.84, -4.12)

- Energy above the lowest of the compared OMol25 structures with the same formula, charge and spin: 7.155 eV
- Orbital gap: 0.316 Ha
- HOMO: -8.1 eV
- LUMO: 0.473 eV
- Energy: -83320.403 eV
- 2S+1: 1

[3]
# C21H27N3O3S

The molecule C21H27N3O3S (wB97M-V/def2-TZVPD, OMol25).

Cartesian coordinates (Å):
C (1.44, -7.08, 8.19)
C (1.02, -5.89, 7.34)
O (1.09, -6.29, 5.98)
C (0.76, -5.40, 5.01)
C (0.34, -4.09, 5.23)
C (0.03, -3.27, 4.16)
C (0.13, -3.73, 2.86)
C (0.52, -5.06, 2.64)
C (0.84, -5.87, 3.70)
H (1.15, -6.90, 3.55)
H (0.56, -5.42, 1.63)
C (-0.22, -2.90, 1.67)
O (-0.68, -3.39, 0.65)
N (0.02, -1.58, 1.81)
H (0.47, -1.24, 2.64)
C (-0.25, -0.61, 0.77)
C (-1.17, 0.50, 1.29)
C (-1.41, 1.53, 0.19)
N (-0.13, 2.10, -0.22)
C (-0.25, 3.29, -1.01)
C (-0.95, 3.15, -2.37)
O (-1.33, 2.09, -2.84)
N (-1.13, 4.33, -3.00)
H (-0.72, 5.17, -2.62)
C (-1.67, 4.42, -4.35)
C (-0.60, 4.68, -5.35)
C (0.20, 3.78, -5.98)
C (1.16, 4.38, -6.82)
C (1.08, 5.73, -6.82)
S (-0.17, 6.31, -5.79)
H (1.67, 6.44, -7.37)
H (1.87, 3.83, -7.40)
H (0.10, 2.72, -5.84)
H (-2.43, 5.20, -4.38)
H (-2.14, 3.45, -4.55)
H (-0.80, 4.04, -0.43)
H (0.76, 3.68, -1.20)
C (0.72, 1.08, -0.80)
C (1.04, 0.03, 0.26)
H (1.69, -0.74, -0.17)
H (1.57, 0.50, 1.09)
H (1.65, 1.55, -1.14)
H (0.25, 0.59, -1.67)
H (-2.04, 2.34, 0.57)
H (-1.93, 1.06, -0.65)
H (-2.12, 0.07, 1.61)
H (-0.70, 0.99, 2.14)
H (-0.74, -1.16, -0.04)
H (-0.31, -2.27, 4.37)
H (0.25, -3.70, 6.24)
H (-0.01, -5.59, 7.59)
H (1.69, -5.04, 7.52)
H (1.40, -6.81, 9.24)
H (0.78, -7.92, 8.01)
H (2.46, -7.37, 7.94)

- Energy above the lowest of the compared OMol25 structures with the same formula, charge and spin: 1.448 eV
- Orbital gap: 0.330 Ha
- HOMO: -8.4 eV
- LUMO: 0.576 eV
- Energy: -43664.159 eV
- 2S+1: 1

[4]
# C4H8NO2

A 2-piece molecular cluster, C4H8NO2 overall (wB97M-V/def2-TZVPD, OMol25).

Cartesian coordinates (Å):
O (-1.66, -0.47, -1.27)
C (-2.69, -0.04, -0.65)
O (-2.65, 0.50, 0.51)
H (-3.65, -0.01, -1.20)
N (-0.20, -0.33, 1.51)
C (0.49, 0.55, 0.59)
C (2.20, -0.19, -1.06)
C (1.84, -0.02, 0.24)
H (-0.18, -1.34, 1.19)
H (-1.20, -0.11, 1.45)
H (0.58, 1.50, 1.14)
H (-0.07, 0.72, -0.34)
H (3.19, -0.57, -1.34)
H (1.51, 0.15, -1.84)
H (2.50, -0.34, 1.07)

- Energy above the lowest of the compared OMol25 structures with the same formula, charge and spin: 1.417 eV
- Orbital gap: 0.310 Ha
- HOMO: -4.3 eV
- LUMO: 4.096 eV
- Energy: -9863.370 eV
- 2S+1: 1
- Net charge: -1

[5]
# C19H46N14O22

A 12-piece molecular cluster, C19H46N14O22 overall (wB97M-V/def2-TZVPD, OMol25).

Cartesian coordinates (Å):
N (9.91, 1.43, 0.87)
C (9.21, 0.33, 1.10)
C (8.41, -1.09, 1.43)
C (6.94, -0.65, 2.02)
C (7.21, -0.19, 3.61)
N (7.55, 0.20, 4.82)
C (5.79, -1.84, 1.91)
C (4.54, -1.40, 0.93)
C (3.51, -0.30, 1.60)
C (2.14, -1.00, 2.24)
N (1.12, 0.15, 2.35)
H (9.07, -1.65, 2.25)
H (8.38, -1.74, 0.46)
H (6.56, 0.27, 1.36)
H (5.44, -2.25, 2.96)
H (6.32, -2.76, 1.37)
H (5.03, -0.86, -0.02)
H (4.00, -2.40, 0.57)
H (3.99, 0.37, 2.44)
H (3.10, 0.44, 0.76)
H (2.35, -1.51, 3.29)
H (1.65, -1.78, 1.48)
H (1.67, 0.95, 2.79)
H (0.93, 0.49, 1.36)
C (-2.00, 1.07, -0.99)
N (-0.56, 1.22, -0.64)
O (-0.16, 2.35, -0.38)
O (0.12, 0.19, -0.64)
H (-2.48, 2.05, -0.95)
H (-2.05, 0.65, -2.00)
H (-2.45, 0.39, -0.26)
C (-5.84, 2.93, -0.41)
N (-4.79, 2.22, 0.37)
O (-4.46, 1.09, -0.02)
O (-4.33, 2.81, 1.35)
H (-6.15, 2.29, -1.24)
H (-6.68, 3.13, 0.26)
H (-5.40, 3.86, -0.78)
C (-0.31, 3.87, 3.32)
N (1.13, 4.02, 3.67)
O (1.53, 5.15, 3.94)
O (1.82, 2.99, 3.67)
H (-0.79, 4.85, 3.36)
H (-0.36, 3.45, 2.31)
H (-0.76, 3.19, 4.05)
C (2.02, -1.82, 6.66)
N (1.58, -3.21, 6.35)
O (1.31, -3.47, 5.17)
O (1.51, -4.00, 7.30)
H (2.03, -1.24, 5.74)
H (1.31, -1.40, 7.37)
H (3.02, -1.88, 7.09)
C (7.85, 3.57, -1.07)
N (6.43, 3.93, -1.34)
O (5.60, 3.00, -1.35)
O (6.18, 5.12, -1.53)
H (7.92, 2.49, -0.93)
H (8.43, 3.88, -1.94)
H (8.16, 4.10, -0.17)
C (2.92, 0.19, -2.69)
N (2.48, -1.20, -3.00)
O (2.21, -1.46, -4.18)
O (2.41, -1.99, -2.05)
H (2.93, 0.77, -3.61)
H (2.21, 0.61, -1.97)
H (3.92, 0.12, -2.26)
C (-8.90, 0.53, -3.01)
N (-7.71, 1.41, -3.05)
O (-7.75, 2.45, -2.38)
O (-6.76, 1.04, -3.76)
H (-9.65, 0.98, -2.35)
H (-9.28, 0.45, -4.03)
H (-8.58, -0.44, -2.63)
C (-5.91, -2.85, -4.03)
N (-7.36, -2.72, -4.34)
O (-8.11, -2.35, -3.43)
O (-7.71, -3.01, -5.50)
H (-5.75, -2.57, -2.99)
H (-5.63, -3.88, -4.21)
H (-5.38, -2.17, -4.70)
C (-7.17, -2.92, 0.69)
N (-7.13, -1.74, -0.22)
O (-6.06, -1.50, -0.79)
O (-8.17, -1.08, -0.32)
H (-6.19, -3.40, 0.68)
H (-7.42, -2.56, 1.69)
H (-7.93, -3.60, 0.30)
C (0.21, 0.24, -6.96)
N (1.21, 1.32, -6.78)
O (1.53, 1.97, -7.79)
O (1.65, 1.49, -5.64)
H (-0.09, 0.20, -8.01)
H (0.68, -0.70, -6.66)
H (-0.65, 0.47, -6.33)
C (-1.11, -2.64, 2.57)
N (-2.56, -2.52, 2.26)
O (-3.31, -2.15, 3.18)
O (-2.91, -2.80, 1.11)
H (-0.95, -2.36, 3.62)
H (-0.83, -3.68, 2.40)
H (-0.58, -1.96, 1.91)

- Orbital gap: 0.329 Ha
- HOMO: -9.3 eV
- LUMO: -0.365 eV
- Energy: -86317.480 eV
- 2S+1: 1